C4H13NOS | wB97M-V/def2-TZVPD

Each line ends with the natural charge from an NBO analysis.
Atoms and positions in Å:
C -0.682 1.136 -0.564  -0.277
N -1.049 -0.190 -1.033  -0.375
C -0.064 -1.225 -0.845  -0.243
C 0.604 -1.232 0.560  -0.634
S 1.806 0.016 0.763  0.189
C 0.321 1.897 -1.450  -0.635
H -1.637 1.668 -0.574  0.246
H -0.392 1.108 0.501  0.263
H -0.015 0.289 2.501  -0.038
H 0.665 -1.303 -1.661  0.212
H -0.595 -2.176 -0.957  0.217
H -0.108 -1.633 1.286  0.281
H 1.325 -2.077 0.395  0.293
H -0.423 0.387 3.098  0.027
H 0.705 1.251 -2.255  0.216
H -0.096 2.754 -1.975  0.221
H 1.230 2.195 -0.923  0.220
H -1.830 -0.478 -0.360  0.435
H -3.081 -0.980 1.130  0.434
O -2.293 -0.425 1.140  -1.050

Values from the calculation:
Max |F| (hartree/bohr): 0.055
E (eV): -18724.791
HOMO-LUMO gap (eV): 4.56
Energy above the lowest of the compared OMol25 structures with the same formula, charge and spin (kcal per mole): 166.5
HOMO (eV): -8.310

---

C21H29O5PdS3Sb | wB97M-V/def2-TZVPD

Each line ends with the Löwdin charge.
Atoms and positions in Å:
Pd 0.174 0.133 0.569  0.168
C -4.877 -1.255 0.801  -0.045
C -3.703 -0.474 0.222  -0.548
C -4.008 0.005 -1.198  -0.029
O -2.631 -1.402 0.176  -0.066
C -3.480 0.775 1.145  -0.659
O -4.459 1.550 1.210  -0.060
O -2.394 0.877 1.775  -0.171
H -5.086 -2.121 0.164  0.072
H -5.757 -0.617 0.867  0.073
H -4.623 -1.615 1.802  0.079
H -4.381 -0.833 -1.797  0.077
H -3.087 0.359 -1.669  0.064
H -4.744 0.809 -1.177  0.074
H -1.896 -1.023 -0.341  0.030
C -2.059 -0.462 4.498  -0.330
Sb -0.344 -0.428 3.210  1.346
C 1.029 -1.140 4.765  -0.353
C 0.071 1.656 3.582  -0.326
H -1.817 0.128 5.386  -0.006
H -2.330 -1.476 4.798  -0.012
H -2.869 0.002 3.940  -0.012
H 1.464 -0.280 5.281  -0.021
H 1.832 -1.719 4.308  -0.031
H 0.500 -1.757 5.497  -0.025
H 1.058 1.749 4.042  -0.014
H -0.693 2.057 4.251  -0.004
H 0.048 2.195 2.639  -0.027
O -0.674 -0.669 -1.916  -0.261
C 0.526 -0.157 -2.255  -0.714
C 1.665 -1.199 -2.082  -0.437
C 1.620 -2.236 -1.200  -0.130
C 2.802 -3.025 -1.201  -0.201
C 3.728 -2.583 -2.097  -0.461
S 3.159 -1.202 -2.944  1.002
C 0.873 1.064 -1.382  -0.530
C 2.070 1.708 -1.097  -0.174
C 1.887 3.013 -0.584  -0.222
C 0.565 3.365 -0.490  -0.438
S -0.468 2.095 -0.974  1.059
C 0.526 0.282 -3.720  -0.482
C 1.233 1.231 -4.397  -0.149
C 0.926 1.258 -5.788  -0.216
C -0.013 0.329 -6.125  -0.454
S -0.544 -0.564 -4.758  1.060
H 0.742 -2.388 -0.588  0.110
H 2.961 -3.880 -0.556  0.094
H 4.702 -3.005 -2.298  0.044
H 3.031 1.257 -1.307  0.081
H 2.698 3.658 -0.269  0.084
H 0.155 4.267 -0.060  0.051
H 1.935 1.892 -3.904  0.105
H 1.368 1.946 -6.498  0.082
H -0.439 0.158 -7.103  0.042
C 4.017 -0.313 1.072  -0.187
O 2.947 -0.948 1.738  -0.183
H 3.891 0.775 1.042  0.066
H 4.129 -0.675 0.042  0.054
H 4.933 -0.542 1.622  0.067
H 2.111 -0.604 1.331  -0.009

Values from the calculation:
Max |F| (hartree/bohr): 0.017
E (eV): -75007.401
HOMO-LUMO gap (eV): 5.47
Energy above the lowest of the compared OMol25 structures with the same formula, charge and spin (kcal per mole): 0.0
HOMO (eV): -1.198
Total charge: -2